## A
Molecular formula: C10H16
Method: DFT, ωB97M-V/def2-TZVPD

The calculation puts the molar mass at 136.2 g mol⁻¹. The HOMO-LUMO gap comes out at 10.11 eV. As for the SMILES: Cc1ccccc1.CCC. For the HOMO energy, the calculation gives -9.138 eV.

Atoms and positions in Å:
C -2.844 0.800 0.907
C 0.237 -3.165 -1.443
C -0.401 0.604 1.581
C 0.911 1.126 1.591
C -1.441 1.317 1.038
C -1.153 2.597 0.533
C 1.935 -1.285 -1.707
C 1.053 -2.063 -0.746
C 0.126 3.106 0.525
C 1.178 2.365 1.067
H 1.613 -2.441 0.104
H -0.517 -0.416 1.911
H -0.837 -2.978 -1.427
H -3.570 1.519 1.266
H 1.677 0.462 1.949
H 0.335 -1.372 -0.324
H 0.308 4.070 0.071
H 2.731 -1.887 -2.138
H 0.492 -3.251 -2.497
H 0.341 -4.163 -1.017
H -2.980 -0.090 1.510
H 2.326 -0.389 -1.227
H 2.187 2.761 1.048
H -3.083 0.508 -0.112
H 1.341 -0.883 -2.533
H -1.964 3.149 0.071

## B
Molecular formula: C10H16
Method: DFT, ωB97M-V/def2-TZVPD

The calculation puts the molar mass at 136.2 g mol⁻¹. The HOMO-LUMO gap comes out at 9.84 eV. As for the SMILES: Cc1ccccc1.CCC. For the HOMO energy, the calculation gives -8.941 eV.

Atoms and positions in Å:
C -1.351 2.544 -1.418
C 0.228 -2.669 1.438
C 0.749 -0.035 2.250
C 2.532 0.141 0.394
C -0.094 -0.856 2.969
C 1.487 -0.601 1.200
C -1.555 0.412 -2.876
C -0.278 -2.186 2.599
C -1.126 1.032 -1.534
C 1.227 -1.889 0.764
H 2.734 1.152 0.740
H -1.713 0.538 -0.754
H -0.516 3.056 -1.908
H -0.777 -0.291 3.598
H 2.097 0.212 -0.623
H -2.199 2.836 -2.044
H 1.905 -2.415 0.103
H -0.048 0.910 -1.390
H -2.565 0.031 -2.775
H -1.457 2.890 -0.401
H -0.077 -3.512 0.829
H 0.738 1.027 2.457
H 3.447 -0.357 0.105
H -0.980 -2.779 3.183
H -0.921 -0.381 -3.257
H -1.486 1.191 -3.649

Stability ranking, top and bottom: A is the most stable and B is the least stable.

## A
Molecular formula: C10H16
Method: DFT, ωB97M-V/def2-TZVPD

The calculation puts the molar mass at 136.2 g mol⁻¹. The HOMO-LUMO gap comes out at 9.85 eV. As for the SMILES: Cc1ccccc1.CCC. For the HOMO energy, the calculation gives -8.856 eV.

Atoms and positions in Å:
C -0.743 -1.358 1.492
C -1.608 -1.592 0.440
C -0.735 1.050 0.985
C 1.784 -1.408 -0.777
C -2.054 -0.553 -0.343
C -0.225 -0.091 1.685
C -1.634 0.778 -0.085
C 2.387 0.876 -1.855
C -0.560 2.462 1.344
C 1.974 -0.586 -2.087
H 1.130 -0.731 -0.239
H 2.593 1.424 -2.765
H 0.358 0.213 2.558
H 1.074 -0.733 -2.698
H -2.631 -0.467 -1.271
H 1.529 1.394 -1.464
H 0.039 3.014 0.632
H -1.753 1.533 -0.864
H -1.586 2.827 1.418
H -0.041 2.567 2.301
H -1.890 -2.596 0.098
H -0.652 -2.212 2.166
H 2.680 -1.481 -0.160
H 2.884 -1.124 -2.454
H 3.336 0.997 -1.269
H 1.221 -2.411 -0.948

## B
Molecular formula: C10H16
Method: DFT, ωB97M-V/def2-TZVPD

The calculation puts the molar mass at 136.2 g mol⁻¹. The HOMO-LUMO gap comes out at 9.94 eV. As for the SMILES: CCc1ccccc1.CC. For the HOMO energy, the calculation gives -8.949 eV.

Atoms and positions in Å:
C -0.475 3.053 0.238
C -0.710 -2.403 2.600
C -0.063 -3.319 1.581
C 0.387 -0.442 -0.940
C 1.442 1.750 -1.355
C 1.460 3.146 -1.195
C 0.527 3.790 -0.420
C -0.757 -0.907 -1.871
C -0.605 1.710 -0.039
C 0.366 1.064 -0.804
H 0.962 -3.665 1.717
H 1.351 -0.876 -1.204
H -1.770 -2.363 2.496
H -1.639 -0.351 -1.627
H -0.977 -1.960 -1.687
H 0.001 -2.864 0.587
H 2.360 1.323 -1.731
H 0.161 -0.969 -0.010
H 2.242 3.730 -1.674
H -1.468 1.118 0.248
H -0.692 -4.194 1.396
H 0.416 4.866 -0.396
H -0.367 -1.376 2.472
H -1.038 3.641 0.952
H -0.510 -2.728 3.608
H -0.605 -0.772 -2.943

Stability ranking, top and bottom: B is the most stable and A is the least stable.

## A
Molecular formula: C10H16
Method: DFT, ωB97M-V/def2-TZVPD

The calculation puts the molar mass at 136.2 g mol⁻¹. The HOMO-LUMO gap comes out at 9.98 eV. As for the SMILES: Cc1ccccc1.CCC. For the HOMO energy, the calculation gives -8.976 eV.

Atoms and positions in Å:
C 1.088 0.052 -2.913
C 1.449 -2.426 -2.997
C 0.332 1.183 -2.622
C -0.229 -1.459 -1.466
C -0.558 0.969 -1.555
C 0.511 0.263 3.272
C -1.724 1.447 3.280
C -0.841 -0.257 -1.032
C 0.771 -1.209 -2.399
C -0.526 1.030 2.429
H -1.567 -0.205 -0.225
H 1.928 0.140 -3.592
H 0.048 -0.581 3.781
H 0.353 2.094 -3.194
H -1.042 1.835 -1.104
H 1.364 -0.052 2.651
H 1.090 -2.683 -3.995
H 0.017 1.894 2.036
H 2.540 -2.317 -2.966
H 1.246 -3.351 -2.462
H -1.814 0.917 4.232
H -0.566 -2.386 -1.049
H -0.776 0.360 1.615
H -2.671 1.383 2.744
H -1.517 2.478 3.570
H 1.093 0.882 3.961

## B
Molecular formula: C10H16
Method: DFT, ωB97M-V/def2-TZVPD

The calculation puts the molar mass at 136.2 g mol⁻¹. The HOMO-LUMO gap comes out at 10.04 eV. As for the SMILES: Cc1ccccc1.CCC. For the HOMO energy, the calculation gives -9.066 eV.

Atoms and positions in Å:
C -1.235 2.060 -1.492
C -0.353 -2.305 0.476
C 1.215 3.163 -1.014
C 1.324 -0.759 1.312
C -0.752 -3.225 -0.632
C -1.182 -1.875 1.519
C 0.492 -0.245 2.300
C 0.352 1.966 -1.429
C 0.972 -1.821 0.499
C -0.717 -0.904 2.416
H 0.393 1.738 -2.522
H 0.720 3.952 -0.465
H -2.212 -2.216 1.608
H 2.321 -0.294 1.264
H -0.542 -2.777 -1.593
H -1.471 2.084 -0.421
H -0.260 -4.212 -0.627
H -1.326 -0.573 3.257
H -1.640 1.170 -1.972
H -1.540 2.850 -2.177
H 0.625 1.177 -0.718
H 1.980 3.477 -1.712
H 1.944 2.797 -0.257
H 0.810 0.570 2.916
H 1.855 -2.186 -0.005
H -1.773 -3.614 -0.530

Stability ranking, top and bottom: A is the most stable and B is the least stable.

## A
Molecular formula: C10H16
Method: DFT, ωB97M-V/def2-TZVPD

The calculation puts the molar mass at 136.2 g mol⁻¹. The HOMO-LUMO gap comes out at 9.71 eV. As for the SMILES: CCc1ccccc1.CC. For the HOMO energy, the calculation gives -8.706 eV.

Atoms and positions in Å:
C -2.067 0.785 0.208
C 2.975 -0.938 -1.090
C -0.565 2.254 1.607
C -0.952 -1.098 -0.892
C -1.773 -0.913 -2.209
C 0.424 1.327 1.652
C 0.237 0.171 0.891
C -1.806 1.934 0.967
C -0.958 0.012 0.156
C 3.185 -2.172 -0.141
H -1.814 0.185 -2.495
H 1.299 1.448 2.290
H 2.898 -3.119 -0.598
H 1.145 -0.588 0.723
H 2.559 -1.303 -2.123
H 0.094 -1.511 -1.071
H -3.074 0.394 -0.104
H 2.285 -0.226 -0.610
H 4.238 -2.343 0.263
H -2.523 2.688 1.060
H -0.451 3.240 2.066
H -1.353 -2.004 -0.335
H 3.911 -0.406 -1.464
H -2.892 -1.127 -2.351
H 2.548 -2.112 0.816
H -1.070 -1.396 -2.948

## B
Molecular formula: C10H16
Method: DFT, ωB97M-V/def2-TZVPD

The calculation puts the molar mass at 136.2 g mol⁻¹. The HOMO-LUMO gap comes out at 10.06 eV. As for the SMILES: Cc1ccccc1.CCC. For the HOMO energy, the calculation gives -9.060 eV.

Atoms and positions in Å:
C 2.399 0.257 -1.177
C 1.084 1.839 -2.429
C -1.112 -1.157 0.393
C 2.008 0.792 -2.397
C -2.200 -1.991 1.061
C 1.856 0.775 0.005
C 2.414 0.302 1.326
C -3.581 -1.340 1.107
C 0.416 2.235 -1.294
C 0.795 1.652 -0.072
H -1.822 -2.175 2.066
H -0.539 -0.459 0.992
H -4.341 -2.023 0.737
H 0.860 2.255 -3.394
H 0.243 1.904 0.830
H -1.543 -0.503 -0.355
H -0.317 -1.689 -0.141
H 1.778 0.663 2.144
H 3.396 0.718 1.543
H -2.175 -2.988 0.631
H 2.343 -0.782 1.380
H -3.818 -1.111 2.150
H 2.471 0.485 -3.321
H -3.631 -0.373 0.614
H 3.316 -0.326 -1.156
H -0.301 3.042 -1.244

## C
Molecular formula: C10H16
Method: DFT, ωB97M-V/def2-TZVPD

The calculation puts the molar mass at 136.2 g mol⁻¹. The HOMO-LUMO gap comes out at 9.60 eV. As for the SMILES: Cc1ccccc1.CCC. For the HOMO energy, the calculation gives -8.589 eV.

Atoms and positions in Å:
C -2.514 0.096 -1.149
C 2.503 -0.076 -0.852
C -1.404 -0.296 -2.124
C -2.408 -0.637 0.162
C 1.266 0.829 1.116
C 0.280 1.811 1.569
C 2.584 -1.291 -0.158
C 1.497 -0.313 1.886
C 2.064 -1.297 1.196
C 1.872 0.930 -0.205
H -3.546 0.077 -1.526
H 1.014 -0.352 2.856
H -1.893 -1.753 -0.047
H -1.123 0.476 -2.931
H 0.232 2.828 1.283
H -3.394 -1.105 0.536
H 1.744 1.996 -0.731
H 3.050 0.032 -1.748
H 0.290 1.897 2.693
H -0.476 -0.579 -1.861
H -1.752 -0.313 1.053
H -2.439 1.159 -0.861
H 2.258 -2.247 1.662
H -0.756 1.465 1.524
H 2.752 -2.080 -0.726
H -1.703 -1.259 -2.620

Stability ranking, top and bottom: B is the most stable and C is the least stable.